one | Computed, not measured: a single C4H4O2S2 molecule, with ωB97M-V with the def2-TZVPD basis set.

CARTESIAN COORDINATES (ANGSTROEM)
O 1.623 1.478 -0.338
C 0.879 0.550 -0.385
C 1.257 -0.890 0.161
O 0.140 -1.582 0.638
C -0.611 0.659 -0.896
S -1.019 -0.069 -2.295
C -1.627 1.004 0.134
S -1.448 0.981 1.773
H 1.619 -1.515 -0.643
H 2.053 -0.912 0.944
H -0.292 -0.989 1.370
H -2.574 1.286 -0.463

**M**: 148.21 g/mol
**E_LUMO**: -2.5 eV
**HOMO energy**: -9.39 eV
**Frontier orbital gap**: 6.859 eV
**SMILES**: O=C(CO)C(=S)C=S

two | Computed, not measured: a single C4H4O2S2 molecule, with ωB97M-V with the def2-TZVPD basis set.

CARTESIAN COORDINATES (ANGSTROEM)
O -1.913 1.835 -0.191
C -1.642 0.683 -0.130
S -2.897 -0.580 0.216
C -0.263 0.142 -0.171
C 0.229 -1.088 -0.105
O 1.577 -1.296 -0.075
C 2.241 0.038 0.122
S 0.923 1.360 0.173
H -3.592 0.557 -0.032
H -0.347 -2.064 -0.309
H 2.717 0.200 1.132
H 2.968 0.213 -0.631

**M**: 148.21 g/mol
**E_LUMO**: 0.3 eV
**HOMO energy**: -8.29 eV
**Frontier orbital gap**: 8.557 eV
**SMILES**: O=C(S)C1=COCS1

three | Computed, not measured: a single C4H4O2S2 molecule, with ωB97M-V with the def2-TZVPD basis set.

CARTESIAN COORDINATES (ANGSTROEM)
O 1.828 1.926 0.134
C 1.622 0.742 0.021
S 2.911 -0.496 -0.034
C 0.263 0.194 0.019
C -0.197 -1.077 0.047
O -1.556 -1.224 0.028
C -2.263 0.014 0.025
S -1.027 1.404 -0.077
H 3.829 0.416 -0.263
H 0.346 -2.014 0.028
H -2.920 0.052 -0.879
H -2.837 0.062 0.950

**M**: 148.21 g/mol
**E_LUMO**: 0.2 eV
**HOMO energy**: -8.27 eV
**Frontier orbital gap**: 8.441 eV
**SMILES**: O=C(S)C1=COCS1

Going by the energies, three is most stable and the next is 16.2 kcal/mol up.